No. 1
DFT (ωB97M-V/def2-TZVPD) results for a 3-piece molecular cluster, C15H32NO10PS overall in a non-equilibrium geometry.

```
60
Properties=species:S:1:pos:R:3:forces:R:3
C -1.376 -2.759 -2.178 0.36 0.75 0.46
C 0.074 -2.281 -2.027 -1.01 -0.92 -0.68
O 0.069 -0.838 -1.912 0.60 1.06 0.33
P 1.488 -0.172 -1.518 1.07 -2.00 0.90
O 2.537 -1.206 -1.511 0.16 0.11 -0.20
C 1.990 1.086 -2.753 -1.32 0.67 0.37
C 0.991 2.239 -3.053 0.53 -0.14 0.16
C -0.464 1.800 -3.199 1.24 1.10 -1.33
O -1.172 1.780 -1.971 -0.85 -0.89 -0.83
S -2.757 1.695 -2.352 0.22 0.68 1.19
O -3.280 0.393 -2.464 0.41 -0.55 -0.58
O -3.370 2.595 -1.454 -0.19 0.46 -0.21
O -2.609 2.326 -3.858 0.37 -0.19 -0.12
C -1.288 2.809 -4.033 -0.23 -0.70 1.81
O -1.204 4.064 -3.299 0.20 0.68 -0.88
C -2.217 4.855 -3.554 -0.34 -0.98 0.29
N -3.266 5.304 -3.722 0.42 0.59 -0.15
O 1.333 0.406 -0.008 -0.11 0.76 -1.86
C 1.497 1.828 0.173 -0.58 0.40 1.86
C 1.612 2.083 1.704 0.48 -0.39 -0.96
H -1.398 -3.848 -2.187 0.03 0.14 -0.19
H -1.887 -2.435 -1.261 -0.21 -0.11 -0.35
H -1.868 -2.322 -3.053 0.07 -0.12 0.15
H 0.470 -2.776 -1.139 0.34 0.39 -0.15
H 0.654 -2.539 -2.918 0.14 -0.07 0.33
H 2.924 1.527 -2.392 -0.05 -0.28 -0.03
H 2.214 0.517 -3.661 -0.08 -0.09 0.27
H 1.111 3.019 -2.295 -0.33 -0.10 -0.14
H 1.302 2.697 -4.004 -0.18 -0.08 0.16
H -0.468 0.847 -3.748 -0.38 -0.02 0.38
H -0.970 2.915 -5.070 -0.55 0.04 0.01
H 2.406 2.224 -0.294 -0.26 -0.26 -0.32
H 0.588 2.340 -0.167 0.32 -0.10 -0.30
H 2.659 2.264 1.964 -0.24 0.14 0.10
H 1.330 1.174 2.237 -0.26 0.29 -0.03
H 0.992 2.932 1.994 0.13 -0.18 0.16
C -2.629 -6.317 1.159 -0.16 0.15 0.03
C -2.092 -6.245 -0.262 0.34 -0.30 0.42
C -1.479 -7.569 -0.692 -0.01 -0.01 -0.22
O -1.116 -5.207 -0.358 -0.09 0.05 -0.09
H -1.824 -6.540 1.864 0.02 -0.10 -0.06
H -3.059 -5.359 1.454 -0.03 -0.02 -0.05
H -3.396 -7.088 1.253 0.03 0.00 0.02
H -2.900 -5.976 -0.946 0.09 0.14 -0.04
H -0.637 -7.832 -0.045 -0.07 0.00 0.09
H -1.093 -7.500 -1.710 -0.06 0.01 0.00
H -2.213 -8.376 -0.651 0.03 0.00 0.02
H -0.392 -5.425 0.240 -0.02 -0.02 0.00
C 3.290 3.886 5.642 0.13 0.08 -0.16
C 1.891 3.638 5.097 0.13 -0.27 0.57
C 0.839 3.773 6.187 -0.19 0.06 -0.09
O 1.823 2.335 4.517 -0.03 0.13 -0.06
H 3.537 3.155 6.417 -0.09 0.04 0.06
H 4.034 3.780 4.851 -0.04 0.04 -0.01
H 3.376 4.887 6.070 0.01 -0.02 0.02
H 1.680 4.347 4.294 -0.02 -0.13 -0.10
H 1.008 3.038 6.979 0.10 0.05 0.02
H -0.157 3.587 5.783 0.02 0.05 -0.03
H 0.854 4.770 6.630 0.00 -0.03 0.02
H 2.007 1.693 5.212 -0.01 0.03 0.01
```
Forces are in eV/Å.

The HOMO energy comes out at -0.3728 Ha.

The net atomic charges from Mulliken, expressed in e, are: number 1, C, carries -1.12; number 2, C, carries -0.32; number 3, O, carries 0.01; number 4, P, carries 0.77; number 5, O, carries -0.85; number 6, C, carries -0.95; number 7, C, carries -0.79; number 8, C, carries 0.37; number 9, O, carries -0.24; number 10, S, carries 1.11; number 11, O, carries -0.57; number 12, O, carries -0.55; number 13, O, carries -0.39; number 14, C, carries -0.07; number 15, O, carries -0.28; number 16, C, carries 0.39; number 17, N, carries -0.42; number 18, O, carries -0.36; number 19, C, carries 0.41; number 20, C, carries -1.26; number 21, H, carries 0.33; number 22, H, carries 0.28; number 23, H, carries 0.34; number 24, H, carries 0.32; number 25, H, carries 0.28; number 26, H, carries 0.39; number 27, H, carries 0.41; number 28, H, carries 0.29; number 29, H, carries 0.53; number 30, H, carries 0.29; number 31, H, carries 0.51; number 32, H, carries 0.26; number 33, H, carries -0.01; number 34, H, carries 0.32; number 35, H, carries 0.26; number 36, H, carries 0.27; number 37, C, carries -1.39; number 38, C, carries 0.51; number 39, C, carries -1.33; number 40, O, carries -0.43; number 41, H, carries 0.36; number 42, H, carries 0.34; number 43, H, carries 0.38; number 44, H, carries 0.25; number 45, H, carries 0.33; number 46, H, carries 0.33; number 47, H, carries 0.39; number 48, H, carries 0.28; number 49, C, carries -1.33; number 50, C, carries 0.54; number 51, C, carries -1.37; number 52, O, carries -0.45; number 53, H, carries 0.34; number 54, H, carries 0.32; number 55, H, carries 0.38; number 56, H, carries 0.24; number 57, H, carries 0.35; number 58, H, carries 0.33; number 59, H, carries 0.38; number 60, H, carries 0.29


No. 2
DFT (ωB97M-V/def2-TZVPD) results for C15H32NO2PPdSSi as an isolated structure in a non-equilibrium geometry.

```
54
Properties=species:S:1:pos:R:3:forces:R:3
Pd -0.422 -0.401 -0.227 1.49 -1.02 3.76
Si -1.798 -0.977 -1.800 -2.44 1.49 -3.23
P 0.914 -2.158 -0.957 1.27 -0.82 -0.20
N 0.869 0.813 -0.424 4.31 3.51 -1.63
H -1.731 -0.892 -0.149 -4.04 -1.89 1.33
C 2.429 -2.354 0.056 0.29 -0.63 0.14
H 3.012 -3.247 -0.263 -0.25 0.59 0.11
H 2.135 -2.445 1.107 0.13 -0.09 -0.31
H 3.044 -1.454 -0.012 -0.02 -0.04 -0.09
C 0.401 -3.906 -1.149 0.21 -0.11 -0.10
H 1.271 -4.501 -1.521 -0.74 0.39 0.26
H -0.435 -3.954 -1.853 0.15 -0.13 0.03
H 0.067 -4.292 -0.181 0.10 -0.01 -0.18
C 1.695 -1.849 -2.595 -0.13 -0.02 -0.34
H 2.257 -2.741 -2.923 -0.15 0.36 0.14
H 2.374 -0.990 -2.547 -0.09 -0.17 0.13
H 0.932 -1.610 -3.348 0.14 -0.18 0.20
C -3.530 -1.349 -1.256 -0.86 0.33 -0.90
H -3.829 -0.760 -0.385 -0.05 -0.08 -0.16
H -3.619 -2.404 -1.063 -0.35 -0.50 0.22
H -4.135 -1.068 -2.142 -0.15 -0.36 0.62
H -2.078 0.355 -2.562 0.37 -0.72 0.07
H -1.539 -2.020 -2.766 0.29 -0.74 -0.77
C 1.447 1.538 -1.317 1.78 2.23 -1.26
C 3.316 3.079 -1.939 1.00 0.76 -0.26
C 2.647 2.341 -0.998 -0.53 -0.75 0.57
C 1.033 1.688 -2.714 -2.04 -1.41 0.29
C 1.707 2.424 -3.642 1.00 0.77 -0.50
C 2.883 3.144 -3.274 -1.06 -0.91 0.27
H 4.244 3.648 -1.654 -1.12 -0.68 -0.20
H 3.016 2.321 0.030 -0.15 -0.07 -0.28
H 0.090 1.154 -3.026 1.10 0.53 0.49
H 1.363 2.470 -4.701 0.18 -0.09 1.05
H 3.409 3.704 -4.023 0.22 0.21 -0.07
C -0.158 -1.555 2.559 -3.45 1.78 2.26
O 0.938 -1.134 2.319 1.18 -0.35 0.00
C -1.078 -0.745 3.617 0.50 -1.02 0.63
H -2.175 -1.033 3.714 1.50 0.16 -0.46
H -1.020 0.340 3.542 0.23 -0.19 -0.04
H -0.553 -1.076 4.587 -0.85 0.58 -1.06
C -0.758 -2.921 2.420 0.02 -1.96 0.60
H 0.103 -3.659 2.482 -1.19 0.48 -0.18
H -1.371 -3.095 1.527 0.59 0.26 -0.11
H -1.541 -3.114 3.247 1.62 0.29 -0.94
C 0.104 2.528 1.965 0.27 0.32 0.18
S -1.660 2.222 1.725 -0.87 0.21 -2.44
C -2.141 3.910 1.336 0.18 0.18 0.33
O -1.959 1.787 0.270 0.90 -1.02 1.04
H 0.219 3.603 2.163 0.13 -0.29 -0.16
H 0.657 2.207 1.067 -0.35 0.28 0.51
H 0.453 1.978 2.841 -0.03 -0.14 -0.20
H -1.354 4.316 0.682 -0.28 -0.01 0.40
H -3.048 3.797 0.734 0.09 0.11 0.47
H -2.283 4.451 2.263 -0.07 0.58 -0.03
```
Forces are in eV/Å.

The multiplicity is 5. The HOMO energy (spin up / spin down) comes out at -0.1364 / -0.3274 Ha. Its expectation value of S² is 6.072. Its energy relative to the best compared isomer or geometry (same formula, charge and spin) is 1.330 eV.

The net atomic charges from Mulliken, expressed in e, are: number 1, Pd, carries 0.37; number 2, Si, carries 0.45; number 3, P, carries 1.01; number 4, N, carries -0.88; number 5, H, carries 0.22; number 6, C, carries -1.26; number 7, H, carries 0.42; number 8, H, carries 0.26; number 9, H, carries 0.31; number 10, C, carries -1.33; number 11, H, carries 0.43; number 12, H, carries 0.36; number 13, H, carries 0.29; number 14, C, carries -1.20; number 15, H, carries 0.44; number 16, H, carries 0.29; number 17, H, carries 0.32; number 18, C, carries -1.23; number 19, H, carries 0.37; number 20, H, carries 0.27; number 21, H, carries 0.32; number 22, H, carries -0.27; number 23, H, carries -0.33; number 24, C, carries 0.69; number 25, C, carries -0.48; number 26, C, carries -0.33; number 27, C, carries -0.02; number 28, C, carries -0.48; number 29, C, carries -0.42; number 30, H, carries 0.30; number 31, H, carries 0.42; number 32, H, carries 0.00; number 33, H, carries 0.36; number 34, H, carries 0.42; number 35, C, carries 1.19; number 36, O, carries -0.47; number 37, C, carries -1.35; number 38, H, carries 0.29; number 39, H, carries 0.18; number 40, H, carries 0.42; number 41, C, carries -1.08; number 42, H, carries 0.28; number 43, H, carries 0.16; number 44, H, carries 0.41; number 45, C, carries -0.50; number 46, S, carries 0.40; number 47, C, carries -1.11; number 48, O, carries -0.56; number 49, H, carries 0.48; number 50, H, carries -0.27; number 51, H, carries 0.38; number 52, H, carries 0.30; number 53, H, carries 0.36; number 54, H, carries 0.40


No. 3
DFT (ωB97M-V/def2-TZVPD) results for a 4-piece molecular cluster, C15H33BN5O6 overall in a non-equilibrium geometry.

```
60
Properties=species:S:1:pos:R:3:forces:R:3
C -2.060 1.046 -2.082 0.08 -0.52 -0.46
O -1.910 0.170 -0.938 0.28 0.00 -0.51
C -1.712 -1.091 -1.495 0.06 -0.12 -0.10
N -1.716 -2.154 -0.490 -0.32 1.18 -0.72
C -2.869 -2.823 -0.206 -1.07 -0.48 0.15
C -2.589 -3.764 0.706 0.45 0.06 0.28
N -1.244 -3.632 0.959 1.20 -0.62 1.20
B -0.313 -4.410 1.868 0.72 -0.67 0.23
O 0.821 -4.925 1.286 -0.68 -0.23 -0.20
O -0.550 -4.552 3.165 -0.58 -0.17 -0.18
C 0.275 -5.525 3.857 0.72 0.22 0.63
C -0.716 -2.652 0.236 -0.90 0.03 -0.53
H -1.366 0.739 -2.878 0.14 0.07 0.17
H -3.056 0.917 -2.509 -0.13 0.36 0.24
H -1.840 2.078 -1.851 -0.32 -0.04 0.45
H -0.777 -1.158 -2.065 0.04 0.06 0.15
H -2.545 -1.308 -2.174 0.13 -0.23 -0.03
H -3.843 -2.655 -0.631 0.23 0.44 -0.34
H -3.209 -4.510 1.167 0.05 0.00 0.12
H 0.614 -5.484 0.527 0.39 0.24 -0.23
H -0.113 -5.683 4.860 -0.37 0.14 -0.15
H 1.285 -5.124 3.957 -0.02 -0.05 -0.14
H 0.330 -6.475 3.330 -0.20 0.09 -0.14
H 0.320 -2.344 0.214 -0.01 0.10 0.02
C -3.372 4.636 -1.993 -0.09 0.01 0.07
O -3.736 3.564 -2.450 0.10 0.05 -0.05
N -3.141 5.740 -2.718 0.08 0.09 0.09
C -2.711 6.988 -2.112 -0.06 -0.07 -0.25
C -3.331 5.683 -4.159 -0.07 -0.19 0.11
H -3.202 4.782 -0.912 0.00 0.03 0.00
H -3.443 7.769 -2.321 0.06 0.07 0.07
H -1.745 7.283 -2.525 0.00 0.09 0.07
H -2.615 6.874 -1.034 -0.03 -0.05 -0.01
H -4.362 5.409 -4.383 0.03 0.00 -0.09
H -2.674 4.925 -4.586 -0.04 0.03 -0.08
H -3.107 6.650 -4.601 0.01 0.02 0.07
C 4.098 -3.510 3.125 0.09 -0.07 0.04
O 3.484 -4.444 3.609 -0.13 0.04 -0.01
N 3.545 -2.342 2.756 0.11 0.10 -0.02
C 4.300 -1.249 2.177 -0.08 -0.01 -0.30
C 2.121 -2.158 2.936 0.04 -0.16 0.29
H 5.185 -3.553 2.946 0.00 0.03 0.00
H 4.199 -0.364 2.810 0.09 0.05 -0.07
H 3.878 -1.043 1.184 0.47 -0.02 0.50
H 5.356 -1.503 2.090 -0.04 -0.11 0.11
H 1.868 -2.275 3.992 -0.14 -0.03 -0.04
H 1.592 -2.922 2.367 -0.07 0.03 0.03
H 1.821 -1.172 2.593 0.10 0.01 -0.05
C 2.819 0.558 -0.305 0.00 -0.03 -0.01
O 2.301 -0.442 0.182 -0.50 0.10 -0.41
N 2.160 1.677 -0.609 0.07 0.17 -0.11
C 2.819 2.841 -1.176 -0.23 -0.03 0.06
C 0.728 1.719 -0.357 0.29 -0.09 0.14
H 3.898 0.609 -0.521 -0.01 -0.01 0.02
H 2.687 3.696 -0.511 0.06 0.05 -0.06
H 2.382 3.073 -2.148 0.08 0.07 -0.01
H 3.883 2.652 -1.302 -0.01 -0.05 0.02
H 0.547 1.548 0.705 -0.16 0.00 -0.03
H 0.232 0.934 -0.918 -0.04 0.00 0.05
H 0.321 2.686 -0.644 0.11 0.03 -0.02
```
Forces are in eV/Å.

The HOMO energy comes out at -0.4073 Ha. Its charge is +1.

The net atomic charges from Mulliken, expressed in e, are: number 1, C, carries -0.62; number 2, O, carries -0.36; number 3, C, carries -0.51; number 4, N, carries 0.22; number 5, C, carries -0.21; number 6, C, carries -0.64; number 7, N, carries -0.03; number 8, B, carries 0.80; number 9, O, carries -0.44; number 10, O, carries -0.41; number 11, C, carries -0.40; number 12, C, carries -0.40; number 13, H, carries 0.36; number 14, H, carries 0.38; number 15, H, carries 0.03; number 16, H, carries 0.45; number 17, H, carries 0.31; number 18, H, carries 0.42; number 19, H, carries 0.52; number 20, H, carries 0.31; number 21, H, carries 0.26; number 22, H, carries 0.17; number 23, H, carries 0.26; number 24, H, carries 0.57; number 25, C, carries 0.13; number 26, O, carries -0.64; number 27, N, carries 0.11; number 28, C, carries -0.91; number 29, C, carries -0.93; number 30, H, carries 0.33; number 31, H, carries 0.34; number 32, H, carries 0.34; number 33, H, carries 0.30; number 34, H, carries 0.30; number 35, H, carries 0.28; number 36, H, carries 0.39; number 37, C, carries 0.08; number 38, O, carries -0.57; number 39, N, carries 0.17; number 40, C, carries -0.76; number 41, C, carries -0.74; number 42, H, carries 0.25; number 43, H, carries 0.33; number 44, H, carries 0.16; number 45, H, carries 0.35; number 46, H, carries 0.41; number 47, H, carries -0.04; number 48, H, carries 0.29; number 49, C, carries 0.17; number 50, O, carries -0.68; number 51, N, carries 0.15; number 52, C, carries -0.96; number 53, C, carries -0.81; number 54, H, carries 0.31; number 55, H, carries 0.35; number 56, H, carries 0.34; number 57, H, carries 0.31; number 58, H, carries 0.29; number 59, H, carries 0.15; number 60, H, carries 0.40


> Number 3 is which compound?

C15H33BN5O6